Molecular formula: C19H52O14S5Si2
Method: DFT, wB97M-V/def2-TZVPD

Each line ends with the Mulliken charge.
Element x y z (Å)
C1 2.71 1.29 6.43  -1.556
C2 3.03 1.65 4.98  2.017
C3 3.57 0.43 4.22  -1.834
C4 3.97 2.87 4.82  -1.622
C5 3.37 3.96 3.93  1.010
C6 4.46 4.77 3.22  -1.745
C7 2.43 4.86 4.74  -0.778
O1 1.20 5.08 4.02  -0.187
Si1 -0.23 4.99 4.82  0.398
O2 -1.33 4.28 3.81  -0.158
Si2 -1.41 2.62 3.75  0.408
S1 -1.67 1.92 1.76  -0.211
H1 1.68 0.93 6.50  0.335
H2 2.79 2.14 7.10  0.419
H3 3.34 0.48 6.79  0.338
H4 2.09 1.91 4.50  -0.577
H5 3.37 0.58 3.16  0.388
H6 3.04 -0.46 4.54  0.456
H7 4.64 0.34 4.39  0.440
H8 4.89 2.53 4.36  0.480
H9 4.21 3.28 5.80  0.402
H10 2.76 3.51 3.16  0.215
H11 5.35 4.87 3.83  0.353
H12 4.08 5.74 2.91  0.456
H13 4.75 4.24 2.32  0.414
H14 2.90 5.83 4.89  0.402
H15 2.24 4.43 5.72  0.300
H16 -0.10 4.21 6.07  -0.135
H17 -0.72 6.35 5.11  -0.207
H18 -0.20 2.06 4.39  -0.116
H19 -2.60 2.18 4.49  -0.163
H20 -0.43 1.56 1.44  0.125
O3 -1.43 0.53 -1.99  -0.659
S2 -2.74 0.28 -2.52  1.195
O4 -2.89 -0.61 -3.63  -0.460
O5 -3.45 1.65 -2.84  -0.329
C8 -2.76 2.58 -3.72  -0.379
C9 -2.81 2.17 -5.18  -0.858
C10 -3.81 -0.24 -1.23  -0.875
H21 -1.74 2.72 -3.37  0.348
H22 -3.29 3.52 -3.58  0.297
H23 -2.25 1.25 -5.35  0.223
H24 -2.37 2.95 -5.79  0.415
H25 -3.84 2.00 -5.50  0.187
H26 -3.71 0.45 -0.39  0.271
H27 -3.50 -1.24 -0.94  0.369
H28 -4.83 -0.25 -1.60  0.274
O6 -7.18 1.04 -6.19  -0.650
S3 -7.34 -0.22 -5.53  1.227
O7 -8.13 -1.24 -6.14  -0.624
O8 -7.89 0.06 -4.06  -0.226
C11 -9.08 0.87 -3.93  -0.411
C12 -10.34 0.13 -4.32  -1.004
C13 -5.78 -0.87 -5.06  -0.758
H29 -8.95 1.78 -4.51  0.365
H30 -9.11 1.14 -2.88  0.262
H31 -10.35 -0.12 -5.38  0.313
H32 -11.21 0.75 -4.11  0.384
H33 -10.43 -0.80 -3.77  0.267
H34 -5.21 -0.09 -4.57  -0.008
H35 -5.28 -1.19 -5.97  0.463
H36 -5.94 -1.72 -4.40  0.370
O9 6.35 -1.23 4.63  -0.541
S4 7.47 -2.06 4.96  1.095
O10 8.55 -2.19 4.03  -0.611
O11 6.94 -3.49 5.37  -0.288
C14 6.07 -4.17 4.44  -0.245
C15 6.79 -4.72 3.24  -1.008
C16 8.12 -1.59 6.53  -0.967
H37 5.26 -3.50 4.16  0.247
H38 5.63 -4.98 5.03  0.281
H39 7.20 -3.93 2.61  0.301
H40 6.10 -5.31 2.63  0.389
H41 7.62 -5.36 3.54  0.266
H42 7.30 -1.52 7.24  0.314
H43 8.60 -0.63 6.39  0.368
H44 8.84 -2.34 6.84  0.345
O12 -2.00 -5.57 -5.61  -0.670
S5 -1.52 -4.24 -5.85  1.241
O13 -2.01 -3.50 -6.97  -0.604
O14 0.07 -4.29 -5.90  -0.272
C17 0.68 -5.23 -6.81  -0.383
C18 0.59 -4.80 -8.26  -0.981
C19 -1.67 -3.26 -4.40  -0.896
H45 0.24 -6.21 -6.65  0.348
H46 1.72 -5.27 -6.49  0.267
H47 -0.44 -4.79 -8.61  0.306
H48 1.15 -5.49 -8.88  0.381
H49 0.99 -3.80 -8.39  0.263
H50 -1.28 -3.81 -3.55  0.393
H51 -2.73 -3.06 -4.27  0.293
H52 -1.14 -2.33 -4.55  0.313

ΔE to the lowest compared entry with this formula, charge and spin = 8.2 kcal per mole
LUMO level = 0.35 eV
molar mass = 721.12 g/mol
E_HOMO = -10.07 eV
gap between HOMO and LUMO = 10.419 eV
energy = -4378.49625 a.u.
multiplicity = 1